Formula: C4H9N2O
Source: OMol25
Level of theory: ωB97M-V with the def2-TZVPD basis set

XYZ file:
```
16
Properties=species:S:1:pos:R:3:forces:R:3
C 1.751865 -0.089871 0.581448 -5.22 0.09 -2.90
C 1.067299 0.396966 -0.731539 -0.32 0.26 -0.21
C 0.411534 -0.709782 1.082884 1.43 0.33 1.29
C -0.312430 -0.147491 -0.128383 1.16 -1.37 -0.10
N -1.128791 -1.027097 -0.881232 -0.57 -0.94 -0.06
N -1.189847 1.089570 0.224108 0.99 -1.04 2.05
O 2.846954 -0.000533 1.070407 3.97 0.28 1.71
H 1.120629 1.514211 -0.953981 -0.03 -1.11 0.31
H 1.369112 -0.149710 -1.666174 -0.19 0.35 0.74
H 0.562506 -1.810864 1.159252 -0.81 0.62 0.10
H 0.164763 -0.199765 2.044190 -0.26 -0.86 -0.31
H -1.349103 -2.059931 -0.768470 0.93 2.11 0.79
H -1.098212 -0.843121 -1.856464 0.03 0.16 -0.86
H -0.663898 1.879123 0.571140 0.41 0.49 -0.38
H -1.945994 0.964070 0.891042 -0.14 -0.74 0.25
H -1.606387 1.194225 -0.638229 -1.37 1.38 -2.43
```
Forces are in eV/Å.

## Properties
highest occupied orbital energy (spin up / spin down) = -10.01 / -14.85 eV
⟨S²⟩ = 2.0076
total charge = +1
spin multiplicity = 3
energy above the lowest of the compared OMol25 structures with the same formula, charge and spin = 21.4 kcal/mol
E_LUMO (spin up / spin down) = -3.56 / -6.47 eV
Kohn-Sham gap (spin up / spin down) = 6.451 / 8.375 eV